Record 1
Entry from OMol25: an isolated molecule of C5H6O (ωB97M-V with the def2-TZVPD basis set).

```
! wB97M-V def2-TZVPD RIJCOSX def2/J DEFGRID3
* xyz 0 1
C 1.747 -1.286 0.557
C 0.500 -1.233 -0.195
C -0.547 -0.788 -0.598
C -1.545 0.263 -0.481
C -0.945 1.582 -0.243
O -1.606 1.284 -1.461
H 2.304 -2.220 0.494
H 2.378 -0.454 0.225
H 1.481 -1.093 1.602
H -2.490 -0.001 -0.011
H 0.142 1.646 -0.311
H -1.419 2.299 0.422
*
```

Computed properties:
Calculated total energy, Ha: -269.22407
M, g/mol: 82.1
Frontier orbital gap, eV: 10.331
Relative energy (zero: lowest compared OMol25 entry of this formula, charge and spin), eV: 3.3245
SMILES: CC#C[C@H]1CO1



Record 2
Entry from OMol25: a structure of composition C33H28B2Cl5F4GeN4O4Tc (ωB97M-V with the def2-TZVPD basis set).

```
! wB97M-V def2-TZVPD RIJCOSX def2/J DEFGRID3
* xyz 1 4
Tc -0.759 0.692 -0.367
C -1.989 1.972 3.391
C -1.217 1.149 2.438
N -1.960 0.421 1.431
O -3.176 0.981 1.123
B -4.092 0.429 -0.037
F -4.321 -0.922 0.150
F -5.166 1.235 0.019
O -3.455 0.617 -1.406
N -2.257 0.000 -1.531
C -2.083 -1.080 -2.217
C -3.151 -1.745 -3.000
C -0.702 -1.602 -2.106
N 0.009 -0.955 -1.245
O 1.312 -1.190 -1.142
B 1.953 -1.107 0.239
F 1.237 -1.985 1.036
F 3.260 -1.374 0.069
O 1.888 0.284 0.913
N 0.630 0.647 1.162
C 0.203 1.077 2.332
C 1.120 1.504 3.426
C -0.171 -2.745 -2.891
H -2.899 1.461 3.700
H -2.291 2.918 2.929
H -1.377 2.204 4.261
H -4.103 -1.252 -2.835
H -3.225 -2.794 -2.709
H -2.901 -1.714 -4.063
H 2.112 1.095 3.257
H 0.754 1.177 4.397
H 1.195 2.595 3.423
H -0.980 -3.380 -3.243
H 0.512 -3.327 -2.274
H 0.386 -2.379 -3.756
C -1.645 -0.858 1.115
Ge -1.138 -2.274 2.487
C 0.154 -2.133 3.929
C 1.478 -1.692 3.891
C 2.285 -1.768 5.016
C 1.795 -2.304 6.199
C 0.489 -2.764 6.251
C -0.324 -2.673 5.130
C -0.964 -3.862 1.395
C -0.020 -4.819 1.760
C 0.148 -5.974 1.007
C -0.627 -6.186 -0.123
C -1.577 -5.245 -0.495
C -1.743 -4.091 0.260
C -2.920 -2.104 3.266
C -3.172 -1.201 4.302
C -4.459 -1.009 4.781
C -5.518 -1.718 4.225
C -5.283 -2.622 3.200
C -3.993 -2.810 2.722
H -2.439 -1.298 0.524
H 1.903 -1.304 2.981
H 3.310 -1.421 4.962
H 2.432 -2.370 7.072
H 0.098 -3.197 7.163
H -1.341 -3.040 5.200
H 0.605 -4.660 2.632
H 0.887 -6.706 1.304
H -0.499 -7.088 -0.708
H -2.200 -5.418 -1.365
H -2.516 -3.387 -0.041
H -2.352 -0.658 4.762
H -4.638 -0.315 5.593
H -6.523 -1.569 4.597
H -6.105 -3.178 2.769
H -3.828 -3.525 1.923
Cl -1.408 3.122 -0.071
C -0.376 3.151 -1.516
C 0.068 1.894 -1.881
C 0.798 1.853 -3.072
Cl 1.356 0.363 -3.732
C 1.094 3.026 -3.776
Cl 2.020 2.961 -5.214
C 0.636 4.270 -3.322
Cl 1.001 5.700 -4.179
C -0.137 4.343 -2.165
Cl -0.761 5.817 -1.569
*
```

Computed properties:
Calculated total energy, Ha: -6702.04652
Expectation value of S²: 3.815
M, g/mol: 990.1
Frontier orbital gap (spin up / spin down), eV: 7.769 / 6.240
Relative energy (zero: lowest compared OMol25 entry of this formula, charge and spin), eV: 1.0863



Record 3
Entry from OMol25: the ion C11H19N2 with charge +1 at a distorted geometry (ωB97M-V with the def2-TZVPD basis set).

```
! wB97M-V def2-TZVPD RIJCOSX def2/J DEFGRID3
* xyz 1 1
C 0.222 -2.449 0.157
C 0.029 -1.293 0.799
C -0.565 -1.006 2.184
C -0.855 0.479 2.242
C -0.908 1.011 0.846
C 0.206 0.097 0.056
C 1.527 0.737 0.268
C 2.249 0.986 1.487
N 2.038 1.190 -0.850
C 1.105 0.983 -1.937
N 0.118 0.090 -1.394
C -1.205 0.133 -2.010
C -2.097 -1.112 -1.927
H -0.020 -3.321 0.661
H 0.647 -2.511 -0.934
H -1.475 -1.719 2.142
H 0.192 -1.439 2.764
H -1.922 0.702 2.687
H -0.173 1.187 2.627
H -0.696 2.089 0.523
H -1.758 0.751 0.391
H 2.273 2.139 1.778
H 3.268 0.766 1.501
H 1.987 0.459 2.402
H 2.933 1.487 -1.172
H 1.559 0.497 -2.713
H 0.772 1.918 -2.438
H -1.627 1.162 -1.617
H -0.988 0.167 -2.994
H -1.648 -1.981 -2.119
H -2.321 -1.246 -0.873
H -2.868 -0.957 -2.538
*
```

Computed properties:
Calculated total energy, Ha: -539.68246
M, g/mol: 179.3
Frontier orbital gap, eV: 8.134
Relative energy (zero: lowest compared OMol25 entry of this formula, charge and spin), eV: 4.0398
SMILES: C=C1CCC[C@@]12C(C)=[NH+]CN2CC



Among the records above, which one has the lowest M? C5H6O



Which of these has the lowest calculated total energy? C33H28B2Cl5F4GeN4O4Tc